# 1
Molecular formula: C46H106Li2N5O23
Method: DFT, ωB97M-V/def2-TZVPD

```
182
Properties=species:S:1:pos:R:3:mulliken_charge:R:1
Li 0.78955 0.59808 0.08186 -0.543
Li -0.74025 2.35525 -1.68122 1.048
C -1.38764 -1.81967 2.06502 -0.462
C -0.78395 -3.25395 2.09148 -0.537
N -1.03874 -4.03743 0.77714 0.677
C -0.18618 -3.35852 -0.34939 0.161
C -0.67411 -5.50395 1.04193 -0.577
C 0.82551 -5.75053 1.30325 -1.208
C -2.55158 -3.99883 0.28147 -0.546
C -3.68908 -4.60294 1.08948 -0.966
O -4.20386 -3.42015 1.78894 0.000
C -5.21554 -3.93985 2.61100 -0.947
H -1.52351 -1.30100 1.11601 -0.438
H -0.71804 -1.17598 2.63545 0.026
H -2.38433 -1.66908 2.47981 0.730
H -1.14824 -3.85368 2.92557 0.544
H 0.30220 -3.21085 2.17232 0.346
H -0.53652 -2.32808 -0.40901 -0.708
H -0.18224 -3.94686 -1.26696 0.605
H 0.83353 -3.49849 0.00935 -0.418
H -0.97293 -6.13040 0.20147 0.453
H -1.29502 -5.83193 1.87559 0.452
H 0.87597 -6.83542 1.39589 0.526
H 1.20705 -5.27414 2.20634 0.361
H 1.39179 -5.50587 0.40460 0.122
H -2.29705 -4.53469 -0.63295 0.655
H -2.74512 -3.00512 -0.12248 0.229
H -3.39388 -5.50805 1.62027 0.422
H -4.44907 -4.90365 0.36830 0.469
H -6.09930 -4.15183 2.00923 0.363
H -5.55409 -3.11678 3.24032 0.207
H -4.81500 -4.75687 3.21113 0.378
C -6.16711 1.28404 3.48877 -1.154
C -6.80701 1.70307 2.15424 -0.541
N -6.89600 0.47149 1.19030 0.173
C -7.60697 1.11708 -0.08298 -1.035
C -5.54464 -0.13079 0.73874 -0.176
C -4.45586 0.87222 0.32715 -0.827
C -7.81978 -0.63643 1.66467 -0.191
C -9.12625 -0.19220 2.29405 -1.014
O -9.99467 0.61934 1.47224 -0.285
C -11.07583 -0.02626 0.89349 -0.786
H -5.98796 2.18763 4.07147 0.449
H -5.18708 0.81969 3.37914 0.202
H -6.76919 0.60018 4.08705 0.258
H -6.26799 2.41064 1.52424 0.598
H -7.83334 2.02738 2.32618 0.603
H -7.78721 0.38893 -0.87381 0.431
H -6.94720 1.86523 -0.52237 0.434
H -8.57438 1.57401 0.12545 0.394
H -5.70741 -0.88140 -0.03469 0.329
H -5.21983 -0.66978 1.62873 0.244
H -4.03411 1.45385 1.14687 0.255
H -4.78817 1.65270 -0.35734 0.368
H -3.65132 0.28994 -0.12203 -0.171
H -7.30164 -1.24796 2.40336 0.103
H -7.92193 -1.22386 0.75221 0.543
H -8.94476 0.37852 3.20478 0.235
H -9.67451 -1.05717 2.66733 0.601
H -10.74755 -0.82961 0.23397 0.322
H -11.63161 0.69640 0.29602 0.265
H -11.71984 -0.41361 1.68299 0.330
C 2.24629 4.14311 1.72840 -1.303
C 2.00901 3.42452 3.10872 0.344
N 3.10037 3.66204 4.17297 0.985
C 2.76121 2.76478 5.39162 -1.068
C 4.55173 3.19213 3.75919 -0.530
C 4.57829 1.75344 3.08693 -1.040
C 3.12538 5.17506 4.59356 -0.668
C 3.87954 5.73268 5.78708 -1.076
O 5.23210 5.27877 5.84565 -0.243
C 5.98685 5.91804 6.87921 -0.830
H 3.03861 3.62814 1.18514 0.032
H 2.48550 5.19723 1.86878 0.416
H 1.35949 4.27536 1.10856 0.467
H 1.90727 2.34507 2.99684 -0.665
H 1.06284 3.77119 3.52429 0.531
H 3.30033 3.00500 6.30800 0.278
H 2.90572 1.72402 5.10174 0.262
H 1.72553 3.00998 5.62689 0.542
H 5.27415 3.38619 4.55200 0.480
H 4.83931 3.90678 2.98803 0.467
H 4.66402 0.91640 3.77983 0.471
H 5.40424 1.58875 2.39500 0.528
H 3.79734 1.45179 2.38891 -0.170
H 2.09335 5.52455 4.56427 0.383
H 3.57208 5.60638 3.69772 0.471
H 3.30068 5.44018 6.66313 0.435
H 3.77049 6.81399 5.70349 0.496
H 5.97506 6.99063 6.68550 0.322
H 7.02702 5.59304 6.85624 0.257
H 5.65898 5.60416 7.87021 0.332
C -1.84338 1.93881 -6.45738 -1.207
C -0.49658 2.12519 -7.06215 -0.271
N 0.63194 1.02082 -6.68886 0.303
C 0.30169 -0.33435 -7.36645 -0.963
C 1.92737 1.56601 -7.27169 -0.497
C 2.49868 2.79329 -6.53213 -0.757
C 0.60250 0.75830 -5.18296 -0.200
C 1.76260 -0.12872 -4.63845 -0.086
O 1.75245 -1.50233 -4.95341 -0.486
C 0.74939 -2.26708 -4.39570 -0.255
H -2.40246 2.80654 -6.80749 0.433
H -1.79728 2.05619 -5.37470 0.213
H -2.42180 1.04266 -6.68198 0.278
H -0.07168 3.10717 -6.85409 0.513
H -0.57862 2.10937 -8.14894 0.415
H 1.09641 -1.06643 -7.22303 0.310
H 0.34702 -0.17338 -8.44355 0.422
H -0.66202 -0.67689 -6.98958 0.328
H 1.53111 1.77240 -8.26592 0.563
H 2.67651 0.77442 -7.28786 0.478
H 1.68994 3.30116 -6.00667 0.092
H 3.15357 3.51206 -7.02466 0.359
H 3.06992 2.29992 -5.74576 0.173
H -0.34153 0.41710 -4.75813 0.584
H 0.77396 1.73513 -4.73074 -0.490
H 1.67134 0.04997 -3.56708 -0.006
H 2.73019 0.26278 -4.95247 0.181
H 0.82932 -2.19203 -3.31123 -0.145
H 0.76989 -3.32383 -4.66210 0.397
H -0.26233 -1.89841 -4.56483 0.268
C 5.70492 -3.77954 1.08921 -1.050
C 6.18445 -3.18127 -0.25206 -0.493
N 5.19131 -2.11801 -0.80017 0.830
C 5.28163 -0.83400 0.06194 -0.967
C 5.67515 -1.82366 -2.23446 -0.738
C 4.82159 -0.69304 -2.95358 -1.023
C 3.68700 -2.50271 -0.86522 0.087
C 3.20886 -3.53027 -1.92367 -0.893
O 4.24487 -4.53211 -2.02271 -0.379
C 3.81041 -5.85114 -2.51388 -0.936
H 5.75547 -3.14372 1.97311 0.312
H 6.32109 -4.66979 1.21523 0.475
H 4.68537 -4.13963 0.95152 0.153
H 6.29084 -3.90997 -1.05566 0.476
H 7.19014 -2.76411 -0.20058 0.475
H 5.01917 -1.10499 1.08457 0.342
H 4.67408 -0.00687 -0.30524 0.024
H 6.28027 -0.42514 0.21573 0.360
H 5.44951 -2.76291 -2.73944 0.308
H 6.75016 -1.65019 -2.18590 0.623
H 5.15707 0.18813 -2.40669 0.252
H 3.73336 -0.75515 -2.95310 0.145
H 5.13970 -0.48819 -3.97581 0.589
H 3.05348 -1.64361 -1.08588 -0.747
H 3.30923 -2.69628 0.13873 0.632
H 3.00798 -3.07626 -2.89404 0.440
H 2.23268 -3.92241 -1.63838 0.636
H 4.74099 -6.33316 -2.81349 0.299
H 3.18615 -5.88032 -3.40694 0.333
H 3.36793 -6.54512 -1.79923 0.309
O -1.91091 2.71500 2.27004 -0.612
C -0.85399 2.17309 1.63587 -0.650
O -0.14003 1.42367 2.32365 0.772
O -0.64527 2.37109 0.46171 -0.781
H -1.84300 2.30244 3.13420 0.529
O 3.65718 2.60014 -2.16239 -0.547
C 2.51651 2.14268 -1.70035 -0.743
O 2.52095 1.26256 -0.81565 0.855
O 1.39241 2.57509 -2.19002 -0.217
H 4.31683 2.33031 -1.51923 0.338
O -1.99473 -1.36519 -2.64558 -0.580
C -1.56416 -0.17481 -2.21928 -0.048
O -0.59690 -0.14790 -1.39371 0.946
O -2.10873 0.89737 -2.62675 -0.868
H -2.78822 -1.33477 -3.18506 0.345
O -1.78054 1.49525 4.61777 -0.580
C -1.37539 1.60664 5.84492 0.567
O -0.20586 1.24830 5.95054 -0.703
O -2.15870 1.85744 6.76227 -0.810
H -0.92340 1.30106 4.23150 0.126
O 1.64791 -0.47223 3.34609 -0.587
C 2.07478 -1.21861 2.31245 0.110
O 1.52143 -1.05181 1.15746 1.536
O 3.11960 -1.87710 2.43829 -0.733
H 1.00325 0.00754 2.82090 -0.662
O 0.54113 4.25385 -4.19444 -0.423
C -0.71074 4.33159 -3.98570 0.574
O -1.49944 4.68858 -4.85592 -0.749
O -1.05026 4.08735 -2.74081 -0.915
H 0.91362 4.00478 -3.34543 0.398
```

Its net charge is +1. As for the multiplicity: 1. Its maximum force is 0.130 hartree/bohr.

---

# 2
Molecular formula: C46H106N4O9S5
Method: DFT, ωB97M-V/def2-TZVPD

```
170
Properties=species:S:1:pos:R:3:mulliken_charge:R:1
C -1.56084 5.36799 2.78992 -0.712
S -1.25358 4.98107 4.52541 0.664
O -1.51574 6.22232 5.30651 -0.695
C -2.74192 3.92626 4.74740 -0.910
H -1.27218 4.50225 2.19641 -0.086
H -0.89792 6.17783 2.47909 0.444
H -2.57022 5.76936 2.71259 0.416
H -2.88408 3.63353 5.78655 0.338
H -2.72232 3.03268 4.12441 0.138
H -3.60018 4.55409 4.49874 0.405
C -3.73717 -2.47674 3.76496 -0.999
S -3.72219 -2.55592 1.95470 0.165
O -3.49915 -1.14789 1.45344 -0.438
C -2.16031 -3.41940 1.75857 0.035
H -2.72027 -2.35315 4.12391 0.234
H -4.23628 -3.35848 4.17425 0.385
H -4.42386 -1.68670 4.06907 0.385
H -1.48658 -2.80533 1.15950 -0.304
H -2.27550 -4.39822 1.29771 0.505
H -1.60827 -3.56270 2.69074 -0.028
C -3.33541 -1.11459 -2.35614 -0.841
S -1.99519 -2.37439 -2.34012 0.334
O -1.77904 -2.61630 -3.81447 -0.624
C -0.61398 -1.34771 -1.70069 1.655
H -3.45922 -0.52190 -1.45074 0.163
H -4.25247 -1.57303 -2.71257 0.583
H -2.99420 -0.42573 -3.13556 0.210
H -1.02390 -0.66824 -0.95589 -0.539
H -0.18415 -0.86561 -2.57502 -1.157
H 0.03449 -2.06806 -1.20790 -0.030
C 3.21032 5.28466 2.06352 -0.529
S 3.89568 4.94734 3.72421 0.509
O 4.82910 6.08159 4.01144 -0.666
C 2.42182 5.44500 4.69292 -0.566
H 3.53232 4.51090 1.36930 0.122
H 3.57738 6.26175 1.75434 0.469
H 2.12182 5.32555 2.08287 -0.014
H 2.17154 6.49987 4.58903 0.374
H 2.69678 5.29760 5.73768 0.421
H 1.53386 4.84255 4.49845 -0.147
C 8.38564 -1.62629 -0.60545 -0.931
S 7.39162 -2.82056 -1.52609 0.463
O 7.29447 -4.01600 -0.62462 -0.631
C 5.81832 -1.95873 -1.22205 -1.073
H 7.95544 -1.32306 0.34692 0.293
H 8.55944 -0.75297 -1.23932 0.346
H 9.35981 -2.07646 -0.41684 0.343
H 5.80499 -1.79933 -0.14208 0.320
H 4.96366 -2.58111 -1.47061 0.432
H 5.80441 -0.96976 -1.68188 0.417
C -6.54930 6.04997 -1.94333 -1.774
C -6.64902 4.50130 -1.65221 1.931
C -7.14319 3.78053 -2.89390 -1.451
C -6.11516 3.56216 -3.99192 -0.739
C -4.84476 2.98937 -3.37979 -1.109
C -4.26062 3.76135 -2.18388 1.954
N -5.35204 3.97346 -1.25627 0.252
O -4.90408 4.51057 -0.02959 -0.421
C -3.22114 2.85253 -1.53690 -1.928
C -3.56999 5.04173 -2.72653 -1.914
C -7.71103 4.27360 -0.57221 -2.138
H -5.59509 6.51006 -1.71883 0.282
H -7.34075 6.52314 -1.35236 0.514
H -6.90805 6.29315 -2.94739 0.321
H -7.64634 2.82990 -2.67968 0.451
H -8.00912 4.32610 -3.28900 0.437
H -5.96988 4.47219 -4.57599 0.303
H -6.47620 2.78642 -4.67037 0.434
H -4.05538 2.87748 -4.12737 0.358
H -5.02838 1.97844 -3.00112 0.375
H -2.50720 3.43946 -0.95026 0.355
H -3.60680 1.99905 -0.98340 0.439
H -2.53648 2.46287 -2.30082 0.161
H -4.25621 5.62808 -3.33779 0.490
H -3.19075 5.65726 -1.91053 0.368
H -2.74853 4.77902 -3.39608 0.367
H -7.75217 3.21660 -0.29505 0.467
H -8.68034 4.58027 -0.96222 0.466
H -7.52932 4.79933 0.36686 0.436
H -5.21505 3.88082 0.63005 0.317
C 3.17095 0.93363 2.39649 -1.631
C 2.20062 0.56122 1.24345 1.665
C 2.03512 -0.93178 1.19056 -0.481
C 1.17924 -1.50181 2.30754 0.989
C -0.14941 -0.75662 2.33311 -0.152
C -0.03121 0.77260 2.40910 2.952
N 0.92317 1.25729 1.41115 0.884
O 1.02018 2.65138 1.32213 -0.280
C -1.43529 1.31023 2.02410 -1.034
C 0.24249 1.26121 3.83794 -2.042
C 2.91730 1.05089 -0.02589 -1.766
H 3.38012 2.00747 2.45773 0.089
H 4.14580 0.44661 2.39463 0.414
H 2.66913 0.77274 3.35420 0.334
H 1.54112 -1.21519 0.25114 -0.667
H 3.01695 -1.40898 1.13869 0.697
H 1.69798 -1.42046 3.26777 0.362
H 1.00360 -2.56899 2.18072 -1.069
H -0.69920 -1.18231 3.18028 0.172
H -0.81180 -0.97444 1.49203 -1.032
H -2.18506 0.75450 2.58837 0.594
H -1.42023 2.39411 2.08635 -0.471
H -1.66050 1.00144 0.99764 -0.416
H 0.75187 2.22832 3.90602 0.149
H -0.67402 1.45716 4.40597 0.534
H 0.80355 0.61193 4.51623 0.381
H 3.28954 2.06102 0.12180 0.228
H 2.35093 0.90634 -0.95320 0.393
H 3.77395 0.41638 -0.28345 0.143
H 0.43464 2.88742 0.58998 0.237
C 0.17759 1.35737 -4.39851 -1.305
C 0.72009 0.26229 -5.31945 1.621
C 0.94880 0.78372 -6.75051 -1.245
C 2.26503 1.53933 -6.93193 -0.724
C 3.48192 0.72224 -6.51917 -1.038
C 3.32552 0.22539 -5.09336 1.589
N 1.98807 -0.33704 -4.87732 0.140
O 1.80976 -0.88661 -3.58722 -0.233
C 4.31362 -0.92984 -4.86581 -1.744
C 3.70261 1.33994 -4.08402 -1.287
C -0.35024 -0.84892 -5.38633 -1.349
H -0.63370 1.89273 -4.89844 0.416
H 0.91177 2.15924 -4.28716 0.524
H -0.14193 0.92380 -3.45453 -0.213
H 0.77620 -0.01302 -7.47997 0.376
H 0.20617 1.53246 -7.04881 0.377
H 2.12621 2.41702 -6.28705 0.297
H 2.32248 1.93003 -7.94886 0.438
H 4.35262 1.37742 -6.54157 0.426
H 3.51436 -0.06071 -7.27939 0.341
H 4.44541 -1.54358 -5.76054 0.354
H 5.34310 -0.57362 -4.73166 0.410
H 4.15043 -1.54857 -3.98485 0.228
H 2.88482 2.06083 -4.09484 0.359
H 3.81929 0.97265 -3.06393 -0.006
H 4.63249 1.85952 -4.31936 0.450
H -0.03070 -1.67725 -6.02116 0.524
H -1.30223 -0.49792 -5.78120 0.300
H -0.47107 -1.23115 -4.37297 -0.068
H 2.16924 -1.77840 -3.65200 0.319
C 0.90133 -5.14613 1.50089 -1.361
C 0.65609 -6.55184 2.07294 1.972
C 1.84127 -7.45417 1.66197 -1.398
C 3.11465 -7.20335 2.47360 -0.651
C 2.79340 -7.27282 3.95674 -1.348
C 1.65979 -6.34101 4.41565 1.919
N 0.51030 -6.55910 3.52837 0.075
O -0.57318 -5.70234 3.87101 -0.339
C 1.21269 -6.80419 5.80703 -2.091
C 2.09834 -4.87240 4.48860 -1.714
C -0.57133 -7.19500 1.42549 -1.704
H 0.49525 -5.04052 0.48904 0.642
H 1.90813 -4.76999 1.63483 0.340
H 0.19052 -4.45226 1.97068 -0.559
H 1.53982 -8.49964 1.76775 0.429
H 2.05658 -7.26268 0.60963 0.447
H 3.46238 -6.17623 2.31480 0.269
H 3.94481 -7.84077 2.17518 0.423
H 3.66806 -6.93709 4.52360 0.436
H 2.58080 -8.29721 4.27342 0.399
H 2.07819 -6.87663 6.47303 0.419
H 0.51093 -6.11066 6.26794 0.413
H 0.81271 -7.81828 5.76580 0.465
H 2.66638 -4.61070 5.38023 0.549
H 2.66314 -4.60746 3.59441 0.243
H 1.21876 -4.22512 4.47607 0.276
H -1.39260 -6.48072 1.30943 0.148
H -0.85131 -7.97376 2.13563 0.501
H -0.40534 -7.54424 0.40854 0.369
H -1.19423 -6.32237 4.26839 0.332
```

Its net charge is 0. The relative energy (zero: lowest compared OMol25 entry of this formula, charge and spin) is 61.0 kcal per mole. As for the multiplicity: 1. Its maximum force is 0.048 hartree/bohr.

---

| no. | E (eV) | E_HOMO (Eh) | Kohn-Sham gap (Ha) |
| --- | --- | --- | --- |
| 1 | -104367.2459 | -0.276 | 0.2011 |
| 2 | -127975.3432 | -0.304 | 0.3092 |